ORCA calculation (the ωB97M-V functional and the def2-TZVPD basis) on 12 unconnected molecules or ions with the total composition C37H103N5O12 in a non-equilibrium geometry.

The geometry in ORCA input format:
```
! RIJCOSX wB97M-V def2-TZVPD def2/J DEFGRID3
* xyz 0 1
C 3.21936 3.94006 2.01511
O 4.05899 2.76607 2.04531
C 5.40507 3.01389 1.75271
C 6.22940 1.78097 1.92067
C 6.31726 1.33505 3.36892
N 7.62275 1.92839 1.31713
H 2.98147 4.11376 0.93980
H 3.65959 4.85502 2.42326
H 2.30450 3.73815 2.56127
H 5.58560 3.53250 0.75241
H 5.87367 3.67350 2.47652
H 5.81909 0.91267 1.28644
H 6.72394 0.31176 3.37623
H 5.35312 1.34786 3.79315
H 6.99508 1.92645 3.93415
H 7.49846 2.13992 0.35539
H 8.17726 2.56152 1.88423
C -8.16252 1.93466 1.81100
O -7.04777 1.02714 1.95592
C -6.18477 0.94982 0.85383
C -4.92195 0.22578 1.27200
C -4.31939 0.79334 2.58916
N -3.85553 0.24794 0.20345
H -7.96013 2.84016 2.35513
H -8.98671 1.39266 2.30892
H -8.46263 2.09640 0.76872
H -6.61624 0.34358 0.05300
H -5.87093 1.90856 0.44158
H -5.23106 -0.83136 1.51252
H -3.57052 1.49203 2.25075
H -3.71285 -0.02787 3.05600
H -5.03826 1.21079 3.30633
H -4.27534 -0.00615 -0.69316
H -3.30678 -0.62332 0.35658
C -5.51510 4.20624 -5.49506
O -4.26421 4.52594 -4.93811
C -4.25742 4.53648 -3.50092
C -3.00971 5.30663 -3.08903
C -1.69532 4.63142 -3.45614
N -3.13216 5.57074 -1.68189
H -6.28951 4.57781 -4.86270
H -5.60526 3.12183 -5.61609
H -5.52295 4.68516 -6.46977
H -5.19578 5.09541 -3.18578
H -4.18978 3.52687 -3.03500
H -3.04378 6.26439 -3.66031
H -0.81826 5.30606 -3.28202
H -1.65957 4.36079 -4.46558
H -1.53789 3.75354 -2.80014
H -3.77305 6.33649 -1.47981
H -3.36900 4.77878 -1.09984
C 3.74161 -0.59833 -0.66627
O 3.16424 -1.86480 -1.06339
C 3.20142 -2.20324 -2.37859
C 3.81145 -3.61848 -2.46284
C 5.21104 -3.76242 -1.95684
N 3.71730 -4.10145 -3.79026
H 4.78911 -0.69787 -1.03509
H 3.75436 -0.58436 0.44199
H 3.21204 0.17586 -1.18154
H 2.16690 -2.15669 -2.77647
H 3.91221 -1.51463 -3.01016
H 3.15194 -4.23398 -1.82965
H 5.45029 -4.84293 -1.88111
H 5.15567 -3.40144 -0.92625
H 5.97800 -3.23618 -2.45680
H 4.17805 -4.96523 -3.88815
H 2.75038 -4.25522 -4.03532
C 0.89153 -7.90867 1.08654
O 0.97523 -6.52336 1.44224
C -0.09583 -6.17004 2.27144
C -0.44728 -4.62627 2.06722
C -1.50030 -4.23359 3.10540
N -0.97244 -4.46150 0.72036
H 1.03271 -8.60940 1.93285
H 1.66031 -8.07555 0.33293
H -0.08290 -8.10546 0.64860
H -0.98778 -6.76855 1.89367
H 0.16609 -6.41743 3.27726
H 0.47602 -4.06208 2.12332
H -1.32618 -4.56379 4.13945
H -2.42975 -4.57964 2.76540
H -1.49329 -3.15006 3.07581
H -0.26439 -4.41041 0.05414
H -1.54290 -5.27428 0.43331
C 1.23338 2.41200 -1.69068
C 1.64598 3.31325 -2.84291
C 3.15080 3.27486 -3.08015
O 1.10159 2.97114 -4.08898
H 1.40628 1.37526 -1.86591
H 0.16981 2.46977 -1.39697
H 1.81453 2.69003 -0.83174
H 1.37061 4.35438 -2.58073
H 3.63089 2.32278 -3.03328
H 3.63802 3.89090 -2.33971
H 3.25782 3.84091 -4.05280
H 0.60181 3.71732 -4.50993
C -1.91135 0.89105 -3.79135
C -1.27560 -0.36357 -4.48004
C -1.87804 -0.61041 -5.88748
O 0.14394 -0.11735 -4.57212
H -1.30354 1.24255 -2.96517
H -2.89932 0.64911 -3.30576
H -2.02831 1.82773 -4.36737
H -1.49631 -1.14699 -3.70514
H -1.66397 -1.59579 -6.22989
H -1.34100 0.01532 -6.63442
H -2.95802 -0.35520 -5.97565
H 0.26486 0.84445 -4.58592
C -0.15885 0.51635 4.63992
C 1.22657 1.03738 4.52126
C 1.91068 0.75993 3.20295
O 1.28756 2.40737 4.79927
H -0.79032 1.06919 5.37971
H -0.24001 -0.54795 4.91862
H -0.76856 0.67287 3.72089
H 1.84856 0.68037 5.29809
H 1.63009 1.47370 2.43538
H 1.68726 -0.18259 2.71548
H 3.00305 0.81990 3.31850
H 0.93070 2.90494 4.11083
C -4.81681 -4.54332 -0.16141
C -4.48983 -3.34319 0.76158
O -3.28526 -2.65078 0.36841
H -5.78827 -4.97484 0.16685
H -4.04964 -5.33412 -0.03681
H -4.86914 -4.34855 -1.23942
H -4.35222 -3.62246 1.91740
H -5.29096 -2.59892 0.83153
H -2.53575 -3.28078 0.51610
C 4.34882 -2.25058 3.24695
C 5.13810 -3.36952 2.77652
O 4.91936 -4.58041 3.47307
H 4.60030 -1.37828 2.68129
H 4.52082 -1.98357 4.31117
H 3.35512 -2.48190 3.00432
H 6.17196 -3.29285 2.86806
H 4.93578 -3.40897 1.69734
H 4.01919 -4.86788 3.37679
C -0.18735 -1.42607 -0.69817
C 0.31804 -1.33148 0.78224
O 1.31292 -2.39701 0.89296
H 0.62817 -1.29408 -1.39363
H -0.96028 -0.61554 -0.78884
H -0.74653 -2.32097 -0.88634
H -0.48828 -1.61748 1.60177
H 0.71842 -0.35789 0.89634
H 1.90381 -2.15891 0.19577
C -1.64403 4.07941 2.21228
C -1.55913 3.06401 1.16505
O -2.72612 2.99400 0.37594
H -0.68580 4.24282 2.70638
H -2.31677 3.77588 3.01158
H -2.06114 5.06879 1.88626
H -1.42286 2.05426 1.56673
H -0.71814 3.30933 0.52421
H -2.96546 2.08208 0.18348
*
```

Values from the calculation:
Structure (SMILES): COC[C@H](C)N.COC[C@H](C)N.COC[C@H](C)N.COC[C@H](C)N.COC[C@H](C)N.CC(C)O.CC(C)O.CC(C)O.CCO.CCO.CCO.CCO
Molecular weight: 810.3 g/mol
HOMO-LUMO gap: 9.4 eV
Lowest unoccupied orbital energy: 0.01969 hartree
ΔE to the lowest compared entry with this formula, charge and spin: 45.2 kcal per mole

Results of the Mulliken charge analysis, in e, for atoms 1 through 6: atom 1 (C): -0.50, atom 2 (O): 0.03, atom 3 (C): -0.89, atom 4 (C): 1.50, atom 5 (C): -1.44, atom 6 (N): -0.70